Record 1
{
  "formula": "C7H3F5IN",
  "method": "ωB97M-V with the def2-TZVPD basis set",
  "elements": ["N", "C", "C", "F", "C", "C", "C", "F", "H", "H", "H", "F", "C", "F", "C", "F", "I"],
  "coordinates": [[1.21238, -3.47571, 1.19926], [0.87701, -2.46228, 0.80373], [0.25391, -1.22975, 0.52709], [0.33815, -0.29338, 1.51647], [-0.81090, -1.17362, -0.31643], [-1.87248, -0.14389, -0.41726], [-2.02328, 0.83477, 0.44587], [-3.14772, 1.61819, 0.13457], [-0.64859, -1.84616, -1.16240], [-2.39574, -0.17576, -1.28063], [-1.61478, 1.27920, 1.27903], [1.62226, 2.03719, 1.05156], [1.15575, 1.54821, -0.09001], [0.19459, 2.39149, -0.48106], [1.85284, 0.76279, -0.88206], [1.40855, 0.46864, -2.11451], [3.59807, -0.13995, -0.21321]],
  "forces_ev_per_a": [[0.7388, -1.3413, 0.2417], [0.1260, 0.7932, 0.0262], [-2.9215, 0.7559, 0.1246], [0.1810, -0.6614, -0.0330], [1.5560, 0.7031, -0.4848], [4.0414, -1.4997, 2.5535], [-3.8100, 1.0949, -2.3336], [1.0946, -0.3399, 0.4063], [-0.7508, -0.2041, 0.3609], [-2.1083, 0.0063, -2.2616], [1.4055, 0.0291, 1.7502], [0.0087, -0.8321, 0.1491], [0.5379, 3.0743, -0.0429], [-0.1493, -0.9977, -0.3012], [0.2115, -0.6406, -0.2856], [0.1531, 0.0328, 0.3978], [-0.3146, 0.0273, -0.2676]],
  "mulliken_charge": [-0.4027, 0.1330, 0.4869, -0.2776, -0.2649, -0.3887, -0.2173, -0.2876, 0.3104, 0.3943, 0.4783, -0.2413, 0.7929, -0.2332, -0.1795, -0.2752, 0.1722],
  "e_tot_ha": -1120.1634,
  "max_force_ev_per_a": 5.01,
  "homo_lumo_gap_ev": 8.9,
  "homo_energy_ev": -9.54
}

Record 2
{
  "formula": "C42H47HgN8O2S3",
  "method": "ωB97M-V with the def2-TZVPD basis set",
  "elements": ["Hg", "C", "C", "N", "N", "C", "N", "S", "C", "C", "C", "C", "C", "N", "H", "H", "H", "H", "H", "H", "H", "H", "H", "H", "C", "C", "C", "C", "C", "C", "C", "C", "C", "S", "C", "N", "H", "H", "H", "H", "H", "H", "H", "H", "C", "C", "C", "C", "C", "C", "C", "S", "O", "O", "N", "C", "C", "C", "C", "C", "N", "H", "H", "H", "H", "H", "H", "H", "H", "H", "H", "H", "C", "C", "C", "C", "C", "C", "C", "C", "N", "C", "C", "C", "C", "H", "H", "H", "H", "H", "H", "H", "H", "H", "H", "H", "H", "H", "H", "H", "H", "H", "H"],
  "coordinates": [[-0.29065, 0.62301, 0.25938], [-0.35776, 4.42018, 2.90569], [-0.08025, 2.97327, 2.57535], [0.77047, 2.61776, 1.59946], [1.24024, 3.62189, 0.79975], [2.21345, 3.47572, -0.09904], [2.29745, 4.57716, -0.96662], [3.27692, 2.20299, -0.21576], [-0.72390, 1.91327, 3.26316], [-1.47072, 2.03952, 4.46860], [-1.97059, 0.91948, 5.07912], [-1.74202, -0.34820, 4.51235], [-1.07451, -0.38922, 3.30065], [-0.61246, 0.68507, 2.68095], [0.56076, 4.95251, 3.17848], [-1.05978, 4.51560, 3.72574], [-0.80578, 4.94437, 2.05116], [0.67907, 4.45502, 0.69537], [1.40046, 4.80392, -1.38305], [2.97094, 4.36159, -1.68660], [-1.63897, 3.00625, 4.92012], [-2.54373, 1.01289, 5.99565], [-2.09049, -1.25847, 4.98052], [-0.93625, -1.33538, 2.79217], [2.30442, 0.00091, -3.56998], [0.86765, 0.27100, -3.91824], [0.29901, -0.25738, -5.10413], [-0.98627, 0.06188, -5.42383], [-1.72733, 0.92639, -4.58619], [-3.02709, 1.37489, -4.91325], [-3.65439, 2.26117, -4.08224], [-3.04067, 2.70223, -2.89726], [-1.78699, 2.26738, -2.50590], [-1.06593, 2.84859, -1.03002], [-1.09130, 1.37402, -3.39821], [0.18214, 1.02309, -3.09869], [2.95993, 0.64147, -4.16674], [2.57060, -1.04102, -3.76236], [2.47065, 0.23284, -2.51956], [0.88431, -0.91579, -5.73628], [-1.45354, -0.32986, -6.32186], [-3.49723, 1.02937, -5.82786], [-4.64678, 2.62138, -4.33152], [-3.55871, 3.40027, -2.25157], [7.73242, 2.31550, 2.44521], [6.48501, 1.48768, 2.26083], [5.22241, 2.05677, 2.39304], [4.07682, 1.28205, 2.30131], [4.19671, -0.07827, 2.05554], [5.44341, -0.65955, 1.88831], [6.58334, 0.12465, 1.99324], [2.72740, -1.08669, 2.13890], [3.18483, -2.46658, 2.12281], [2.06545, -0.63992, 3.33350], [1.86817, -0.68546, 0.86364], [1.85461, -1.40390, -0.29212], [2.79095, -2.37408, -0.73030], [2.52395, -3.09773, -1.86682], [1.35832, -2.86115, -2.59729], [0.54370, -1.83918, -2.16233], [0.79738, -1.11396, -1.07827], [7.48311, 3.34406, 2.70585], [8.33878, 2.33144, 1.53644], [8.35130, 1.90369, 3.24577], [5.13178, 3.12206, 2.57287], [3.08675, 1.70828, 2.42192], [5.50466, -1.72435, 1.70304], [7.56378, -0.32795, 1.88292], [3.67007, -2.56603, -0.13750], [3.21921, -3.86616, -2.18771], [1.09775, -3.44250, -3.47105], [-0.36249, -1.57616, -2.69925], [0.20050, -4.78177, 0.64173], [-1.03634, -4.05478, 0.17390], [-2.04757, -4.76046, -0.49559], [-3.18575, -4.07931, -0.90390], [-4.28923, -4.81704, -1.62627], [-3.32866, -2.71975, -0.65058], [-2.33565, -1.95906, 0.03109], [-1.18803, -2.71133, 0.42000], [-2.40287, -0.64468, 0.35197], [-3.71904, -0.01444, 0.46724], [-4.61806, -0.80893, 1.44215], [-4.43858, 0.19058, -0.90063], [-3.54746, 1.35636, 1.12437], [-0.06676, -5.60867, 1.30615], [0.87946, -4.11625, 1.17709], [0.74410, -5.20330, -0.20822], [-1.93967, -5.82351, -0.69344], [-4.03122, -5.87026, -1.75385], [-4.47086, -4.38981, -2.61641], [-5.22944, -4.76094, -1.07042], [-4.22305, -2.23459, -1.01485], [-0.40249, -2.19344, 0.95644], [-4.77212, -1.83977, 1.12561], [-5.59409, -0.32172, 1.53733], [-4.13657, -0.82576, 2.42319], [-3.78405, -0.10478, -1.72146], [-4.68701, 1.24322, -1.05250], [-5.36626, -0.38648, -0.97050], [-3.05118, 1.25455, 2.09123], [-4.53055, 1.81370, 1.28294], [-2.95540, 2.02285, 0.49676]],
  "forces_ev_per_a": [[-0.6035, 0.0881, 0.1087], [0.1533, -0.1750, -0.1784], [0.1685, 0.4132, -0.0395], [0.0437, -0.3820, -0.0951], [0.0084, 0.3605, 0.2598], [-0.0042, 0.0334, -0.1642], [0.0189, 0.0250, 0.0023], [-0.2690, 0.2930, -0.6957], [-0.0055, -0.0014, -0.1457], [-0.0166, -0.0423, 0.0183], [0.0489, -0.0637, -0.0938], [-0.0148, 0.0659, 0.0444], [-0.1243, 0.0736, 0.1547], [0.0148, -0.3318, 0.0230], [-0.0021, 0.0157, -0.0444], [-0.0554, -0.0134, 0.0677], [0.0029, -0.0007, 0.0292], [-0.1081, 0.1085, 0.0006], [-0.1095, -0.0914, 0.0033], [-0.0041, 0.0024, -0.0069], [0.0285, 0.0757, 0.0031], [0.0300, 0.0216, 0.0158], [-0.0235, 0.0045, -0.0165], [0.0016, 0.0143, -0.0431], [0.1152, 0.0942, -0.1460], [0.1426, 0.2504, -0.0652], [-0.0795, -0.0469, -0.1416], [0.0771, -0.0327, 0.0047], [0.0704, 0.0634, 0.1591], [-0.0493, 0.0249, -0.0029], [-0.0257, -0.0352, -0.0648], [0.1179, -0.0300, 0.0261], [-0.0613, 0.0715, -0.1261], [0.2732, -0.1748, -0.0232], [-0.1433, 0.0047, -0.1081], [0.1050, 0.2448, -0.1182], [-0.0050, 0.0460, -0.0159], [0.0203, 0.2031, -0.0381], [0.0507, 0.0436, -0.0577], [0.0211, 0.0166, 0.0211], [0.0038, 0.0099, -0.0093], [0.0024, -0.0281, 0.0190], [0.0039, 0.0130, 0.0243], [-0.0309, -0.0355, 0.0211], [-0.0572, -0.0407, -0.0673], [-0.0431, 0.0542, 0.0846], [0.1890, -0.0637, 0.1914], [-0.0690, -0.1390, 0.2648], [-0.0091, -0.2396, 0.3830], [-0.0399, 0.0548, -0.0881], [0.0370, 0.0030, -0.0747], [0.4035, 0.1546, -0.1924], [-0.0268, -0.0227, -0.0641], [-0.2195, -0.0057, -0.0134], [-0.2018, -0.4601, -0.0034], [0.1152, 0.0174, 0.0892], [0.0170, 0.0136, 0.0290], [-0.0720, 0.0038, 0.0298], [-0.0677, -0.1621, 0.1226], [-0.2819, -0.1326, 0.1910], [0.0465, -0.0571, 0.2553], [0.0065, 0.0134, -0.0168], [0.0007, 0.0166, -0.0060], [0.0264, 0.0189, 0.0047], [-0.0038, 0.0053, 0.0048], [0.1276, -0.0533, 0.1306], [0.0182, -0.0034, 0.0476], [0.0058, -0.0181, 0.0033], [0.0095, -0.0245, 0.0092], [0.0262, 0.0029, 0.0138], [-0.0125, 0.0097, -0.0189], [-0.0016, -0.1084, 0.1209], [-0.0234, 0.0637, -0.0111], [-0.0236, -0.0555, 0.0208], [-0.0394, 0.0565, -0.0508], [0.0676, -0.0875, 0.0254], [0.0318, 0.0414, 0.0066], [0.0547, 0.0852, -0.0155], [-0.1058, -0.1185, -0.0565], [0.0211, 0.0039, 0.0390], [0.3332, -0.0482, 0.1121], [-0.1297, -0.0317, -0.0518], [0.0941, -0.0378, -0.0371], [0.0477, 0.0366, 0.0557], [0.0834, 0.0276, 0.0069], [0.0202, -0.0074, 0.0044], [0.0062, -0.0086, -0.0154], [0.0184, 0.0051, 0.0021], [-0.0001, 0.0067, 0.0092], [-0.0194, -0.0011, -0.0092], [-0.0024, 0.0015, 0.0107], [-0.0002, -0.0075, -0.0132], [-0.0352, 0.0001, 0.0374], [0.0254, 0.0436, 0.0188], [-0.0371, 0.0033, -0.0231], [0.0033, 0.0008, 0.0003], [-0.0243, 0.0079, -0.0019], [-0.0122, 0.0084, -0.0103], [-0.0427, -0.0027, -0.0001], [0.0176, -0.0154, -0.0292], [-0.0402, 0.0020, -0.0337], [0.0039, 0.0015, -0.0106], [-0.0039, -0.0081, 0.0233]],
  "mulliken_charge": [2.2671, -1.9245, 0.4391, 0.2723, -0.3220, 0.0690, -0.6984, -0.3210, 0.6060, -0.9690, -0.6526, -1.2089, -0.0169, 0.8076, 0.3423, 0.4358, 0.3162, 0.3600, 0.2547, 0.3005, 0.2173, 0.3403, 0.4855, 0.0612, -0.9984, 0.5580, -0.8487, -0.8972, 1.1405, -0.9797, -0.5100, -0.7960, 1.3782, -0.4351, -0.9777, 0.0913, 0.4446, 0.3303, -0.0279, 0.3992, 0.3675, 0.3281, 0.3395, 0.3649, -1.5454, 1.2300, -0.6053, -0.9425, -0.1731, -0.3563, -0.7538, 1.2153, -0.7833, -0.7406, 0.1145, 0.2316, -0.7561, -0.4836, -1.6332, -1.0176, 1.1208, 0.3263, 0.3222, 0.3444, 0.2354, 0.5375, 0.4431, 0.3306, 0.4705, 0.3405, 0.3363, 0.6533, -1.9460, 1.3834, -1.0010, 0.8441, -1.6635, -0.8988, 0.1907, 0.4166, 0.7495, 1.7773, -1.7379, -2.1273, -1.8250, 0.4771, 0.2120, 0.2888, 0.1921, 0.3717, 0.3115, 0.2940, 0.4395, -1.0848, 0.4121, 0.4805, 0.2636, 0.2322, 0.4796, 0.4372, 0.1644, 0.5114, 0.1612],
  "e_tot_ha": -3565.2108,
  "spin_multiplicity": 2,
  "total_charge": -2,
  "max_force_ev_per_a": 0.80,
  "homo_lumo_gap_ev": [4.3, 5.6],
  "homo_energy_ev": [0.00, -1.25]
}

Record 3
{
  "formula": "C6H24B2O2Rb4",
  "method": "ωB97M-V with the def2-TZVPD basis set",
  "elements": ["Rb", "Rb", "Rb", "Rb", "B", "H", "H", "H", "H", "B", "H", "H", "H", "H", "C", "C", "C", "O", "H", "H", "H", "H", "H", "H", "H", "H", "C", "C", "C", "O", "H", "H", "H", "H", "H", "H", "H", "H"],
  "coordinates": [[-20.50561, -14.24859, -32.13047], [-22.27104, -12.85519, -26.45031], [-24.38061, -13.23466, -30.34549], [-21.75377, -16.61282, -28.00554], [-24.35556, -16.21304, -29.68183], [-23.54836, -16.11954, -30.39170], [-24.42326, -17.19545, -29.24077], [-24.19157, -15.48111, -28.90618], [-25.35819, -16.05625, -30.04843], [-21.11530, -13.75565, -29.17556], [-20.68861, -13.04301, -29.86427], [-21.02525, -14.73284, -29.62415], [-20.58559, -13.64119, -28.24253], [-22.17083, -13.54979, -29.08769], [-19.30497, -10.46249, -28.75270], [-18.05795, -11.22350, -29.28017], [-17.35582, -12.19684, -28.30737], [-18.55936, -12.05583, -30.27175], [-19.12305, -9.61360, -28.09362], [-19.88840, -11.17333, -28.16754], [-19.91613, -10.11804, -29.58693], [-17.33748, -10.52898, -29.71220], [-18.00339, -13.02017, -28.00590], [-16.99234, -11.58005, -27.48545], [-16.44682, -12.50373, -28.82470], [-19.35051, -12.41662, -29.86493], [-18.15879, -16.32123, -28.15668], [-16.69483, -16.14494, -28.02521], [-16.03187, -17.50082, -27.58250], [-16.29695, -15.69218, -29.33493], [-18.59361, -16.92742, -28.95139], [-18.71672, -15.38489, -28.14822], [-18.56655, -16.76830, -27.25007], [-16.42794, -15.23638, -27.48540], [-16.69464, -18.02478, -26.89380], [-15.14787, -17.40275, -26.95241], [-15.66010, -18.09013, -28.42072], [-16.49337, -16.40307, -29.94946]],
  "forces_ev_per_a": [[0.4838, -0.0357, -0.5158], [-0.0566, 0.3596, 0.4694], [-0.5764, -0.2824, -0.2674], [-0.2869, -0.5940, -0.1422], [-0.1708, -0.2171, -0.0371], [3.2309, 0.3880, -3.1577], [0.2482, -3.7262, 1.7273], [0.8349, 3.1736, 3.6187], [-3.5585, 0.9490, -1.8715], [0.0294, 0.0420, -0.1105], [1.0129, 2.5829, -2.3435], [0.5017, -3.6758, -1.3836], [1.9852, 0.0661, 3.4853], [-3.9899, 0.8506, 0.6184], [0.6688, 0.0479, 0.5272], [-0.3722, 0.0164, 1.2100], [0.5961, 2.2260, -0.1148], [-0.4967, -0.6830, -2.1284], [0.3079, 0.0020, -0.0669], [-0.2468, -0.1918, 0.0793], [0.1326, 0.0098, -0.0646], [-0.0180, -0.0624, -0.0377], [0.1155, 0.0664, 0.0293], [-0.1142, -0.3949, 0.5927], [-0.2336, -0.6157, 0.0489], [0.0213, -0.2677, -0.1505], [-2.6641, 0.2776, 1.8871], [1.0355, -0.6289, -1.7497], [0.4160, 1.1933, 0.6985], [0.6429, -0.1927, -0.1037], [0.7972, -0.1941, -0.4566], [0.2993, 0.4956, -0.5531], [0.0774, -0.4576, 0.4125], [-0.1487, -0.5553, 0.9040], [-0.2744, -0.3591, -0.5395], [0.2031, 0.6358, -0.1639], [-0.6178, -0.1099, -0.1312], [0.1848, -0.1381, -0.2188]],
  "mulliken_charge": [0.9266, 0.9015, 0.7492, 0.8529, 0.4559, -0.3068, -0.2476, -0.4057, -0.2028, 1.7907, -0.6384, -0.5969, -0.6264, -0.7227, -1.0146, 0.1100, -0.7792, -0.5062, 0.4340, 0.0852, 0.3021, 0.3990, -0.1047, 0.3974, 0.3285, 0.3330, -0.7119, 0.2640, -1.2452, -0.5365, 0.3416, -0.0209, 0.4027, 0.3132, 0.3188, 0.3426, 0.2958, 0.3221],
  "e_tot_ha": -538.8817,
  "total_charge": 2,
  "max_force_ev_per_a": 4.89,
  "homo_lumo_gap_ev": 8.4,
  "homo_energy_ev": -14.72
}

We obtain energy above the lowest of the compared OMol25 structures with the same formula, charge and spin values of 38.66; 19.45; 0.00 kcal/mol for the records listed above, in that order.